Density functional theory data (the ωB97M-V functional and the def2-TZVPD basis) for CH5NNbO as an isolated structure in a non-equilibrium geometry.

Last column: natural (NBO) charge in e.
Positions of all 9 atoms, in Å:
Nb1 0.606 -0.450 0.176  1.80
O1 -2.168 1.686 -0.989  -0.58
N1 -1.355 0.312 0.734  -0.87
C1 -1.768 1.141 -0.019  0.78
H1 0.751 -1.717 1.503  -0.47
H2 -0.252 -1.596 -1.002  -0.45
H3 1.372 0.866 1.201  -0.45
H4 2.226 -1.017 -0.404  -0.35
H5 0.588 0.775 -1.201  -0.41

Calculated values
- E: -6201.461 eV
- Total charge: -1
- LUMO energy: 2.69 eV
- Gap between HOMO and LUMO: 0.28037 hartree

Density functional theory data (the ωB97M-V functional and the def2-TZVPD basis) for one molecule with the formula CH5NO2 in a non-equilibrium geometry.

Last column: natural (NBO) charge in e.
Positions of all 9 atoms, in Å:
O1 1.462 0.741 -1.009  -0.65
O2 1.177 -0.426 0.035  -0.13
N1 -0.026 -0.740 0.072  -0.22
C1 -1.036 0.187 0.719  -0.45
H1 2.249 0.605 -1.565  0.45
H2 -1.116 1.114 0.159  0.21
H3 -0.475 0.346 1.697  0.22
H4 -0.216 -1.397 -0.794  0.34
H5 -2.016 -0.431 0.685  0.21

Calculated values
- E: -6697.971 eV
- LUMO energy: 1.08 eV
- Energy relative to the best compared isomer or geometry (same formula, charge and spin): 553.9 kJ/mol
- Gap between HOMO and LUMO: 0.38132 hartree

Density functional theory data (the ωB97M-V functional and the def2-TZVPD basis) for a 2-piece molecular cluster, CH5NO2S overall in a non-equilibrium geometry.

Last column: natural (NBO) charge in e.
Positions of all 10 atoms, in Å:
S1 -3.497 0.341 0.154  0.28
O1 -1.163 -0.275 -0.487  -0.12
O2 -1.201 -1.709 0.141  -0.53
N1 -2.272 0.196 -0.882  -0.23
C1 1.346 1.190 -0.390  -0.51
H1 0.753 1.932 0.161  0.17
H2 -2.886 -0.473 1.167  0.14
H3 2.184 0.641 0.058  0.17
H4 -0.246 -1.763 0.348  0.47
H5 1.087 1.032 -1.421  0.17

Calculated values
- E: -17530.143 eV
- LUMO energy (alpha / beta): -0.90 / 0.08 eV
- Energy relative to the best compared isomer or geometry (same formula, charge and spin): 849.1 kJ/mol
- Gap between HOMO and LUMO (alpha / beta): 0.28932 / 0.31589 hartree

Density functional theory data (the ωB97M-V functional and the def2-TZVPD basis) for a 2-piece molecular cluster, CH5NO2S2 overall in a non-equilibrium geometry.

Last column: natural (NBO) charge in e.
Positions of all 11 atoms, in Å:
S1 1.622 0.763 0.996  -0.02
S2 -1.625 -0.321 -0.554  1.69
O1 -0.720 0.209 -1.519  -0.93
O2 -1.901 0.752 0.700  -0.92
N1 -0.693 -1.403 0.460  -1.13
C1 1.651 0.785 -0.651  -0.40
H1 -1.107 0.834 1.410  0.51
H2 1.697 1.844 -1.087  0.20
H3 0.074 -2.028 0.226  0.41
H4 1.940 0.017 -1.406  0.20
H5 -0.939 -1.453 1.424  0.39

Calculated values
- E: -28371.048 eV
- LUMO energy (alpha / beta): -0.46 / -0.46 eV
- Energy relative to the best compared isomer or geometry (same formula, charge and spin): 317.1 kJ/mol
- Gap between HOMO and LUMO (alpha / beta): 0.30343 / 0.30346 hartree

Density functional theory data (the ωB97M-V functional and the def2-TZVPD basis) for CH5NO2Si as an isolated structure in a non-equilibrium geometry.

Last column: natural (NBO) charge in e.
Positions of all 10 atoms, in Å:
Si1 0.050 -1.514 0.808  1.34
O1 -1.056 -0.830 -0.281  -0.71
O2 -1.477 1.448 -0.138  -0.43
N1 -0.720 0.517 0.088  0.36
C1 0.378 0.409 0.708  -0.44
H1 0.749 1.282 1.188  0.21
H2 1.116 1.501 -2.256  0.00
H3 -0.510 -1.665 2.101  -0.17
H4 0.964 -2.319 0.070  -0.16
H5 0.507 1.170 -2.287  0.00

Calculated values
- E: -14575.803 eV
- LUMO energy: 0.17 eV
- Energy relative to the best compared isomer or geometry (same formula, charge and spin): 303.4 kJ/mol
- Gap between HOMO and LUMO: 0.34629 hartree

Density functional theory data (the ωB97M-V functional and the def2-TZVPD basis) for a 2-piece molecular cluster, CH5NO3S2 overall in a non-equilibrium geometry.

Last column: natural (NBO) charge in e.
Positions of all 12 atoms, in Å:
S1 -1.325 1.141 0.316  1.49
S2 0.576 -1.657 -2.139  0.17
O1 -1.181 0.620 -1.045  -0.97
O2 -1.985 -0.081 1.244  -0.90
O3 2.920 -1.652 -1.218  -0.32
N1 1.847 -1.094 -1.209  -0.08
C1 0.325 0.957 1.094  -0.84
H1 -0.232 -0.645 -1.707  0.19
H2 0.199 0.381 2.003  0.25
H3 0.706 1.946 1.333  0.23
H4 0.995 0.451 0.406  0.27
H5 -2.845 -0.367 0.920  0.50

Calculated values
- E: -30417.748 eV
- LUMO energy: 0.16 eV
- Energy relative to the best compared isomer or geometry (same formula, charge and spin): 113.9 kJ/mol
- Gap between HOMO and LUMO: 0.33162 hartree

Density functional theory data (the ωB97M-V functional and the def2-TZVPD basis) for an isolated ion of composition CH5NOP and charge -1 in a non-equilibrium geometry.

Last column: natural (NBO) charge in e.
Positions of all 9 atoms, in Å:
P1 -1.553 0.529 -0.127  0.61
O1 -1.449 -1.373 -0.321  -0.80
N1 -0.351 -0.549 0.416  -0.53
C1 0.903 -0.564 -0.273  -0.43
H1 1.412 0.372 -0.026  0.19
H2 0.811 -0.759 -1.333  0.17
H3 -0.642 1.598 0.668  -0.28
H4 -2.526 0.380 0.869  -0.09
H5 1.638 -1.356 0.055  0.15

Calculated values
- E: -13941.582 eV
- Total charge: -1
- LUMO energy: 4.69 eV
- Energy relative to the best compared isomer or geometry (same formula, charge and spin): 318.6 kJ/mol
- Gap between HOMO and LUMO: 0.26911 hartree

Density functional theory data (the ωB97M-V functional and the def2-TZVPD basis) for a 2-piece molecular cluster, CH5NOS2 overall in a non-equilibrium geometry.

Last column: natural (NBO) charge in e.
Positions of all 10 atoms, in Å:
S1 -2.736 -2.724 -1.562  -0.13
S2 -1.059 -2.382 -2.598  -0.15
O1 2.580 1.937 0.694  -0.60
N1 0.756 0.706 1.056  -0.83
C1 1.468 1.824 1.181  0.51
H1 -0.100 0.669 1.684  0.39
H2 1.337 -0.102 0.884  0.41
H3 -0.825 -1.095 -2.221  0.14
H4 1.166 2.625 1.968  0.11
H5 -2.588 -1.457 -1.085  0.14

Calculated values
- E: -26325.251 eV
- LUMO energy: 0.16 eV
- Energy relative to the best compared isomer or geometry (same formula, charge and spin): 110.9 kJ/mol
- Gap between HOMO and LUMO: 0.31553 hartree

Density functional theory data (the ωB97M-V functional and the def2-TZVPD basis) for a 2-piece molecular cluster, CH5NS overall in a non-equilibrium geometry.

Last column: Löwdin spin population.
Positions of all 8 atoms, in Å:
S1 -1.331 -3.085 -0.656  0.48
N1 0.088 1.558 0.842  0.04
C1 1.156 1.613 0.150  0.15
H1 1.355 1.095 -0.697  0.06
H2 -1.702 -2.462 0.477  0.08
H3 -0.514 0.889 0.605  0.06
H4 -0.856 -1.968 -1.224  0.12
H5 1.804 2.359 0.503  0.00

Calculated values
- Multiplicity: 2
- ⟨S²⟩: 0.7505
- E: -13440.870 eV
- Total charge: -1
- LUMO energy (alpha / beta): 4.18 / 4.20 eV
- Energy relative to the best compared isomer or geometry (same formula, charge and spin): 136.2 kJ/mol
- Gap between HOMO and LUMO (alpha / beta): 0.11467 / 0.35144 hartree

Density functional theory data (the ωB97M-V functional and the def2-TZVPD basis) for a 2-piece molecular cluster, CH5NS overall in a non-equilibrium geometry.

Last column: natural (NBO) charge in e.
Positions of all 8 atoms, in Å:
S1 -2.463 -0.040 -0.676  -0.26
N1 1.102 0.670 0.288  -0.61
C1 1.407 -0.422 -0.217  -0.05
H1 2.341 -0.368 -0.821  0.18
H2 0.718 -1.340 -0.181  0.14
H3 0.153 0.820 0.795  0.34
H4 -1.430 -0.458 -0.087  0.11
H5 -3.139 -1.205 -0.835  0.15

Calculated values
- E: -13441.887 eV
- LUMO energy: 0.81 eV
- Energy relative to the best compared isomer or geometry (same formula, charge and spin): 77.9 kJ/mol
- Gap between HOMO and LUMO: 0.39193 hartree